{
  "formula": "C27H67N3O7",
  "method": "wB97M-V/def2-TZVPD",
  "elements": ["O", "H", "H", "H", "O", "H", "H", "H", "O", "H", "H", "H", "O", "H", "C", "C", "C", "C", "C", "C", "N", "O", "C", "C", "C", "H", "H", "H", "H", "H", "H", "H", "H", "H", "H", "H", "H", "H", "H", "H", "H", "H", "H", "H", "C", "C", "C", "C", "C", "C", "N", "O", "C", "C", "C", "H", "H", "H", "H", "H", "H", "H", "H", "H", "H", "H", "H", "H", "H", "H", "H", "H", "H", "H", "C", "C", "C", "C", "C", "C", "N", "O", "C", "C", "C", "H", "H", "H", "H", "H", "H", "H", "H", "H", "H", "H", "H", "H", "H", "H", "H", "H", "H", "H"],
  "xyz": [[3.27, -2.90, 1.37], [4.11, -3.13, 0.96], [2.92, -2.23, 0.78], [3.63, -2.48, 2.15], [4.03, 1.20, 1.38], [4.85, 0.87, 1.02], [3.29, 0.91, 0.85], [3.93, 0.81, 2.25], [3.76, -1.10, -3.69], [4.69, -1.05, -3.47], [3.26, -0.86, -2.90], [3.47, -1.96, -4.00], [2.02, -0.75, -0.82], [1.04, -0.65, -0.83], [-4.14, -5.68, 2.96], [-3.57, -5.04, 1.72], [-2.36, -4.21, 2.20], [-1.47, -3.70, 1.07], [-0.92, -4.95, 0.37], [-2.02, -5.84, -0.16], [-3.00, -6.19, 0.91], [-4.01, -7.19, 0.50], [-2.66, -5.17, -1.42], [-1.33, -7.25, -0.52], [-4.77, -4.15, 1.00], [-3.41, -6.25, 3.54], [-4.93, -6.38, 2.70], [-4.70, -4.97, 3.56], [-2.81, -3.33, 2.65], [-1.81, -4.62, 3.06], [-0.64, -3.09, 1.42], [-2.06, -3.10, 0.37], [-0.42, -5.55, 1.13], [-0.21, -4.60, -0.38], [-3.67, -5.54, -1.56], [-2.51, -4.09, -1.45], [-2.07, -5.39, -2.31], [-1.98, -8.06, -0.87], [-0.67, -7.16, -1.39], [-0.81, -7.60, 0.37], [-5.00, -3.34, 1.69], [-5.64, -4.78, 0.79], [-4.50, -3.64, 0.08], [-3.73, -7.95, 1.01], [1.01, 3.76, -7.12], [0.28, 3.02, -5.94], [-0.82, 3.97, -5.47], [-1.91, 3.31, -4.67], [-2.49, 2.11, -5.34], [-1.43, 1.00, -5.76], [-0.30, 1.75, -6.40], [0.65, 0.91, -6.82], [-0.90, 0.16, -4.61], [-2.05, 0.06, -6.85], [1.31, 2.80, -4.81], [1.99, 3.35, -7.36], [1.20, 4.79, -6.81], [0.48, 3.79, -8.07], [-0.41, 4.80, -4.90], [-1.36, 4.41, -6.31], [-2.69, 4.01, -4.38], [-1.44, 3.01, -3.73], [-3.19, 2.31, -6.15], [-3.20, 1.65, -4.66], [-0.12, -0.55, -4.89], [-0.55, 0.79, -3.80], [-1.69, -0.38, -4.09], [-2.28, 0.74, -7.68], [-1.30, -0.62, -7.25], [-2.88, -0.57, -6.55], [1.00, 3.23, -3.86], [2.35, 3.06, -5.02], [1.38, 1.73, -4.59], [0.66, 1.02, -7.78], [4.40, 3.96, 5.06], [2.88, 4.15, 5.38], [2.32, 5.21, 4.41], [0.80, 5.32, 4.42], [0.18, 3.94, 3.99], [0.72, 2.78, 4.94], [2.19, 2.87, 5.09], [2.76, 1.75, 5.87], [0.03, 2.84, 6.27], [0.44, 1.55, 4.04], [2.85, 4.62, 6.83], [4.96, 3.29, 5.72], [4.96, 4.88, 5.19], [4.61, 3.45, 4.12], [2.90, 6.11, 4.59], [2.72, 4.91, 3.44], [0.60, 6.01, 3.60], [0.40, 5.62, 5.38], [0.40, 3.93, 2.92], [-0.91, 3.86, 3.97], [0.24, 3.72, 6.88], [-1.06, 2.95, 6.23], [0.25, 1.97, 6.89], [-0.60, 1.23, 4.08], [0.78, 1.78, 3.03], [0.95, 0.68, 4.46], [3.65, 5.34, 7.04], [2.97, 3.78, 7.50], [1.90, 5.09, 7.10], [2.97, 1.12, 5.18]],
  "e_tot_ha": -1758.84597,
  "homo_ev": -11.4,
  "fmax_ev_per_a": 3.80,
  "spin_multiplicity": 1,
  "total_charge": 2
}

***

{
  "formula": "C5H15N2S",
  "method": "wB97M-V/def2-TZVPD",
  "elements": ["C", "C", "N", "C", "C", "N", "C", "S", "H", "H", "H", "H", "H", "H", "H", "H", "H", "H", "H", "H", "H", "H", "H"],
  "xyz": [[2.51, -0.32, -2.18], [2.91, -0.90, -0.84], [2.03, -0.40, 0.24], [0.71, -1.01, 0.27], [-0.33, 0.02, 0.79], [-0.04, 1.30, 0.05], [-1.71, -0.48, 0.47], [-2.98, 0.83, 0.76], [2.55, 0.78, -2.20], [3.16, -0.66, -2.97], [1.50, -0.60, -2.48], [2.83, -1.99, -0.89], [3.95, -0.70, -0.63], [2.45, -0.51, 1.15], [0.39, -1.31, -0.73], [0.63, -1.88, 0.91], [-0.10, 0.18, 1.84], [-0.87, 1.72, -0.37], [0.66, 1.09, -0.68], [0.43, 2.00, 0.63], [-1.97, -1.31, 1.09], [-1.84, -0.79, -0.57], [-3.82, 0.14, 1.51]],
  "e_tot_ha": -706.95375,
  "homo_ev": -13.2,
  "fmax_ev_per_a": 1.68,
  "spin_multiplicity": 1,
  "total_charge": 1,
  "de_lowest_kcal_mol": 14.3,
  "smiles": "CCNC[C@@H]([NH3+])CS"
}

***

{
  "formula": "C4H8S2",
  "method": "wB97M-V/def2-TZVPD",
  "elements": ["C", "C", "C", "C", "S", "S", "H", "H", "H", "H", "H", "H", "H", "H"],
  "xyz": [[-1.98, 0.61, -0.01], [-0.14, -0.28, 2.13], [0.53, -0.09, -2.02], [0.05, 0.13, 0.68], [-2.43, 1.97, -0.58], [0.52, -1.14, -0.48], [-2.62, -0.32, -0.06], [0.54, 0.37, 2.79], [0.36, -1.25, 2.08], [-1.15, -0.10, 2.28], [1.03, -0.72, -2.77], [1.22, 0.76, -1.71], [-0.36, 0.30, -2.32], [0.38, 1.05, 0.46]],
  "e_tot_ha": -953.43683,
  "homo_ev": -7.4,
  "fmax_ev_per_a": 5.25,
  "spin_multiplicity": 1,
  "de_lowest_kcal_mol": 94.0
}

***

{
  "formula": "C4H11NO2",
  "method": "wB97M-V/def2-TZVPD",
  "elements": ["N", "C", "C", "C", "C", "H", "H", "H", "H", "H", "H", "H", "H", "H", "O", "H", "H", "O"],
  "xyz": [[0.67, -0.93, 0.96], [1.12, -0.76, -0.33], [1.42, 0.80, -0.80], [0.25, -0.04, -1.45], [-1.19, 0.35, -0.93], [1.23, -1.45, 1.61], [-0.40, -1.10, 1.15], [1.67, -1.64, -0.83], [2.22, 1.08, -1.61], [0.50, -0.41, -2.44], [-1.45, 1.37, -1.02], [-1.04, 0.24, 0.12], [1.20, 1.47, 0.24], [-0.65, 2.59, 1.83], [-0.25, 2.11, 1.10], [-1.65, -1.68, 2.31], [-1.93, -0.37, -1.28], [-1.71, -1.64, 1.39]],
  "e_tot_ha": -364.04249,
  "s_squared": 0.76,
  "homo_ev": [-3.4, -3.1],
  "fmax_ev_per_a": 4.27,
  "spin_multiplicity": 2,
  "total_charge": -1,
  "de_lowest_kcal_mol": 123.1
}

***

{
  "formula": "C4H8O2",
  "method": "wB97M-V/def2-TZVPD",
  "elements": ["C", "C", "C", "O", "C", "O", "H", "H", "H", "H", "H", "H", "H", "H"],
  "xyz": [[-1.67, -0.94, -0.11], [-0.49, -0.13, -0.59], [0.38, 0.72, 0.39], [0.47, 0.44, 1.78], [1.79, 0.56, -0.32], [2.74, 0.44, 0.40], [-2.25, -1.33, -0.97], [-2.13, -0.29, 0.64], [-1.27, -1.83, 0.37], [-0.91, 0.68, -1.24], [-0.06, -0.84, -1.32], [0.17, 1.80, 0.34], [1.41, 0.55, 2.05], [1.81, 0.17, -1.43]],
  "e_tot_ha": -307.62951,
  "homo_ev": -10.0,
  "fmax_ev_per_a": 2.04,
  "spin_multiplicity": 1,
  "de_lowest_kcal_mol": 52.0,
  "smiles": "CC[C@@H](O)C=O"
}

***

{
  "formula": "C5H11O2",
  "method": "wB97M-V/def2-TZVPD",
  "elements": ["C", "C", "H", "H", "H", "H", "H", "H", "C", "C", "C", "O", "O", "H", "H", "H", "H", "H"],
  "xyz": [[0.76, -2.15, 1.22], [-0.60, -2.85, 1.39], [0.89, -1.45, 2.10], [1.55, -2.88, 1.45], [0.85, -1.35, 0.50], [-1.43, -2.12, 1.40], [-0.68, -3.49, 2.28], [-0.78, -3.52, 0.52], [-1.00, 1.04, -0.67], [-1.16, 0.79, -2.14], [0.43, 1.22, -0.07], [0.52, 1.44, 1.12], [1.39, 1.33, -0.91], [-1.57, 1.92, -0.35], [-1.51, 0.25, -0.12], [-0.62, -0.13, -2.41], [-0.48, 1.55, -2.68], [-2.17, 0.75, -2.54]],
  "e_tot_ha": -347.48884,
  "s_squared": 0.75,
  "homo_ev": [-11.0, -10.7],
  "fmax_ev_per_a": 3.70,
  "spin_multiplicity": 2,
  "de_lowest_kcal_mol": 18.3
}

***

{
  "formula": "C25H27N3O5SSr",
  "method": "wB97M-V/def2-TZVPD",
  "elements": ["Sr", "O", "C", "N", "C", "C", "C", "C", "C", "C", "N", "C", "C", "C", "C", "C", "N", "H", "H", "H", "H", "H", "H", "H", "H", "H", "H", "C", "O", "C", "C", "C", "C", "C", "C", "O", "C", "O", "C", "H", "H", "H", "H", "H", "H", "H", "H", "H", "O", "S", "C", "C", "C", "C", "H", "H", "H", "H", "H", "H", "H", "H"],
  "xyz": [[-0.38, -0.08, 0.21], [3.96, -0.55, -1.48], [2.74, -0.45, -1.26], [2.12, -0.35, -0.09], [3.05, -0.34, 1.02], [2.38, -0.50, 2.36], [3.18, -0.77, 3.47], [2.60, -0.90, 4.72], [1.22, -0.77, 4.83], [0.50, -0.51, 3.68], [1.06, -0.37, 2.47], [1.81, -0.47, -2.47], [2.37, -0.56, -3.74], [1.54, -0.62, -4.84], [0.17, -0.58, -4.65], [-0.31, -0.49, -3.36], [0.49, -0.44, -2.29], [3.63, 0.59, 1.04], [3.81, -1.12, 0.91], [4.25, -0.87, 3.35], [3.20, -1.11, 5.59], [0.71, -0.86, 5.78], [-0.58, -0.39, 3.72], [3.45, -0.59, -3.81], [1.96, -0.68, -5.84], [-0.52, -0.61, -5.48], [-1.38, -0.45, -3.16], [-0.99, 7.13, 1.14], [-2.31, 6.72, 0.85], [-2.51, 5.40, 0.61], [-3.85, 5.05, 0.32], [-4.14, 3.74, 0.06], [-3.16, 2.71, 0.07], [-3.56, 1.36, -0.21], [-5.00, 1.08, -0.61], [-2.81, 0.37, -0.14], [-1.80, 3.07, 0.38], [-0.84, 2.24, 0.41], [-1.53, 4.45, 0.64], [-1.04, 8.21, 1.29], [-0.32, 6.91, 0.31], [-0.62, 6.65, 2.04], [-4.61, 5.82, 0.31], [-5.17, 3.48, -0.17], [-5.30, 1.70, -1.45], [-5.68, 1.30, 0.22], [-5.08, 0.03, -0.87], [-0.50, 4.69, 0.86], [-0.68, -2.65, 0.22], [0.04, -3.51, -0.79], [-0.28, -5.23, -0.34], [0.97, -6.04, -0.72], [2.14, -5.05, -0.92], [1.76, -3.73, -0.28], [-1.19, -5.56, -0.84], [-0.47, -5.19, 0.73], [0.80, -6.63, -1.61], [1.19, -6.74, 0.09], [2.32, -4.89, -1.99], [3.07, -5.43, -0.50], [2.35, -2.87, -0.60], [1.74, -3.77, 0.82]],
  "e_tot_ha": -1938.36869,
  "homo_ev": -7.3,
  "fmax_ev_per_a": 0.25,
  "spin_multiplicity": 1,
  "de_lowest_kcal_mol": 0.0
}

***

What is the formula in the sixth record?
C5H11O2